ORCA calculation (the ωB97M-V functional and the def2-TZVPD basis) on C43H38GeIN9SSeTi as an isolated structure.

```
95
Properties=species:S:1:pos:R:3
Ti -0.853 -0.999 0.753
N -4.372 0.438 -1.190
C -3.808 1.708 -1.233
C -4.296 2.911 -1.734
C -3.448 3.993 -1.644
C -2.163 3.879 -1.087
C -1.691 2.683 -0.593
C -2.542 1.578 -0.661
N -2.358 0.240 -0.277
C -3.476 -0.384 -0.628
C -3.619 -1.807 -0.370
C -4.612 -2.682 -0.686
S -4.199 -4.244 -0.141
C -2.744 -3.653 0.475
N -2.547 -2.367 0.292
H -5.286 0.181 -1.531
H -5.278 2.994 -2.175
H -3.774 4.953 -2.018
H -1.526 4.752 -1.059
H -0.685 2.617 -0.207
H -5.538 -2.498 -1.204
H -2.031 -4.294 0.971
Se -1.600 -4.204 7.731
N -2.260 -2.728 6.979
C -1.791 -2.679 5.757
C -2.121 -1.615 4.812
C -2.981 -0.559 5.130
C -3.278 0.380 4.164
C -2.712 0.251 2.900
N -1.873 -0.741 2.588
C -1.585 -1.669 3.528
C -0.664 -2.743 3.138
N -0.156 -2.692 1.883
C 0.677 -3.659 1.489
C 1.039 -4.716 2.319
C 0.519 -4.776 3.595
C -0.359 -3.775 4.023
C -0.939 -3.749 5.362
N -0.710 -4.673 6.262
H -3.400 -0.501 6.126
H -3.944 1.206 4.369
H -2.936 0.961 2.112
H 1.063 -3.575 0.481
H 1.721 -5.469 1.952
H 0.774 -5.580 4.273
N 2.415 -1.041 1.788
C 2.451 0.300 2.374
C 1.061 0.759 2.764
N 0.177 0.859 1.559
H 2.369 -1.739 2.525
H 3.292 -1.215 1.306
H 2.855 0.988 1.628
H 3.098 0.373 3.253
H 1.124 1.741 3.237
H 0.588 0.079 3.478
H 0.707 1.371 0.848
H -0.595 1.481 1.800
I 0.090 -2.218 -1.962
C 0.801 -0.405 -1.130
H -0.086 0.187 -0.882
H 1.437 -0.655 -0.278
C 4.307 -2.110 -5.158
C 4.390 -2.232 -3.777
C 3.660 -1.377 -2.968
C 2.841 -0.390 -3.527
C 2.761 -0.286 -4.914
C 3.495 -1.142 -5.726
Ge 1.831 0.793 -2.412
C 2.860 1.861 -1.157
C 2.246 2.932 -0.499
C 2.926 3.678 0.457
C 4.242 3.359 0.767
C 4.872 2.309 0.112
C 4.185 1.565 -0.841
C 0.510 1.870 -3.306
C 0.802 3.196 -3.627
C -0.127 3.985 -4.294
C -1.359 3.453 -4.646
C -1.662 2.136 -4.337
C -0.734 1.350 -3.673
H 4.884 -2.770 -5.792
H 5.029 -2.987 -3.338
H 3.742 -1.478 -1.889
H 2.132 0.468 -5.373
H 3.433 -1.049 -6.801
H 1.248 3.243 -0.795
H 2.449 4.528 0.929
H 4.785 3.946 1.496
H 5.908 2.087 0.326
H 4.710 0.776 -1.367
H 1.765 3.625 -3.372
H 0.118 5.006 -4.551
H -2.075 4.063 -5.179
H -2.615 1.718 -4.636
H -0.978 0.312 -3.463
```

Spin multiplicity   2
HOMO level (spin up / spin down)   -15.30 / -15.30 eV
Total charge   +3
Calculated total energy   -8177.22882 a.u.
Kohn-Sham gap (spin up / spin down)   6.327 / 6.471 eV

Here are the Mulliken charges for atoms 1 to 2, given in e: -0.22 0.00